Formula: C6H8N2O
Source: OMol25
Level of theory: wB97M-V/def2-TZVPD

The geometry in XYZ format:
```
17
Properties=species:S:1:pos:R:3:forces:R:3
C -0.182285 -0.965045 -0.291863 -0.43 2.66 0.78
H -0.458121 2.459998 0.167917 1.01 -1.68 -0.41
N 1.892972 0.257351 -0.373347 4.76 -1.63 0.97
C 0.044053 1.458436 -0.090578 1.79 2.57 1.96
N 1.356615 1.345963 0.098290 -4.27 3.30 -0.50
H 3.404851 -1.171621 0.739206 -2.29 0.58 -0.89
C -0.772688 0.300066 -0.155559 -1.21 -4.55 -0.30
H -3.994293 -0.210751 0.108385 0.25 -0.05 0.19
C 1.335544 -0.989984 -0.438065 -3.74 -1.25 0.38
H -2.873682 -1.251254 -0.735434 0.27 0.16 0.91
H 1.616886 -1.585685 -1.259847 0.78 -0.62 -0.94
H -3.009020 -1.319986 1.237163 0.82 2.11 -2.91
C 2.288291 -0.819465 0.687641 2.63 0.69 0.33
O -2.149231 0.513732 0.099087 2.34 -0.07 -0.07
C -2.974562 -0.611984 0.177113 -1.49 -1.99 1.18
H 2.004271 -0.579536 1.721432 -0.67 -0.06 -0.76
H -0.674271 -1.906363 -0.178261 -0.55 -0.18 0.08
```
Positions in Å, forces in eV/Å.

Results
Total energy in eV: -11374.127
Energy relative to the best compared isomer or geometry (same formula, charge and spin) in kcal per mole: 120.37
HOMO-LUMO gap in eV: 7.97
Structure (SMILES): COC1=C[C@@H]2CN2N=C1
Max |F| in eV/A: 5.43